Molecular formula: C17H66N14O16
Method: DFT, wB97M-V/def2-TZVPD

For the HOMO energy, the calculation gives -8.178 eV. As for the charge: 0. As for the orbital gap: 8.08 eV. The calculation puts the energy relative to the best compared isomer or geometry (same formula, charge and spin) at 3.973 eV.

Last column: Mulliken charge in e.
CARTESIAN COORDINATES (ANGSTROEM)
C (0.707094, 0.774463, 4.489450)  -0.737
C (0.299377, 1.858191, 5.485524)  -0.805
O (-1.054269, 2.058706, 5.221763)  -0.560
H (0.083552, -0.055345, 4.478640)  0.289
H (1.732884, 0.456215, 4.582947)  0.621
H (0.746413, 1.124206, 3.434280)  -0.075
H (0.960528, 2.685240, 5.159753)  0.399
H (0.554908, 1.524131, 6.507002)  0.381
H (-1.282351, 2.890202, 5.703581)  0.299
C (3.174957, -0.170000, 1.512592)  -0.197
O (3.060236, -1.347136, 0.797621)  -0.578
N (4.285316, 0.166038, 2.065370)  -0.319
N (2.317610, 0.782575, 1.613390)  1.137
H (5.187326, -0.365106, 1.999706)  0.320
H (4.321896, 0.931359, 2.771905)  0.166
H (1.313436, 0.633543, 1.207520)  -0.921
H (2.348842, 1.521414, 2.186631)  0.381
C (-0.755089, -3.723763, -3.387620)  -0.170
O (-0.325321, -3.205556, -2.176856)  -0.299
N (-1.373977, -3.044195, -4.343630)  -0.366
N (-0.468348, -4.909000, -3.731427)  -0.347
H (-1.711860, -2.052988, -3.962757)  0.437
H (-2.034658, -3.452284, -4.995945)  0.237
H (0.198388, -5.444808, -3.271990)  0.258
H (-0.680758, -5.491872, -4.658372)  0.276
C (-0.308321, 0.296547, -0.604181)  0.873
O (-0.654091, 0.987185, -1.831792)  -0.496
N (-0.020625, -0.928525, -0.408427)  3.074
N (-0.206062, 0.887505, 0.545213)  1.630
H (-0.169464, -1.577498, -1.157970)  -0.410
H (0.251680, -1.449685, 0.416679)  -1.511
H (-0.067556, 1.880012, 0.471061)  -0.861
H (-0.669586, 0.500315, 1.340565)  -0.009
C (1.390145, 3.230681, -3.822513)  0.466
O (0.305130, 3.265486, -4.589834)  -0.720
N (2.289523, 4.172911, -3.682177)  -0.528
N (1.687180, 2.201085, -3.188526)  0.275
H (1.895313, 5.164636, -3.873332)  0.279
H (2.954318, 4.151865, -2.881519)  0.419
H (0.918762, 1.465226, -3.158796)  -0.364
H (2.364906, 2.205570, -2.428795)  0.097
C (3.341110, 3.243239, -0.605076)  0.256
O (3.110607, 4.056682, 0.525289)  -0.839
N (3.019337, 2.019489, -0.719495)  0.197
N (3.961088, 3.713323, -1.711267)  -0.506
H (2.722828, 1.571011, 0.201789)  -0.317
H (3.344171, 1.361847, -1.439234)  0.567
H (4.319726, 4.678103, -1.578813)  0.341
H (4.587448, 3.066846, -2.329921)  0.314
C (-1.076975, -5.414367, 0.496380)  0.860
O (-0.264491, -6.241354, -0.314588)  -0.681
N (-1.723077, -5.794309, 1.535317)  -0.359
N (-1.489138, -4.212745, 0.196581)  -0.117
H (-1.528666, -6.773363, 1.862299)  0.307
H (-2.109717, -5.082632, 2.144110)  0.159
H (-1.028852, -3.792146, -0.619660)  -0.301
H (-2.340632, -3.789292, 0.632368)  0.168
C (-2.747292, -0.339004, 3.297360)  0.008
O (-1.630764, -0.195819, 2.439468)  -0.455
N (-2.715937, -0.034069, 4.548811)  -0.311
N (-3.862078, -0.864445, 2.765673)  -0.299
H (-1.952015, 0.548970, 4.996456)  0.188
H (-3.619862, 0.036585, 5.125970)  0.247
H (-3.739131, -1.383604, 1.908172)  0.201
H (-4.705104, -0.952810, 3.247385)  0.176
C (-1.273225, 4.074522, -1.940690)  -0.651
O (-2.336298, 4.567731, -1.302860)  -0.643
H (-0.792587, 3.351325, -1.288997)  0.037
H (-0.653893, 4.870071, -2.307485)  0.298
H (-1.694444, 3.704433, -2.835228)  0.432
H (-3.054283, 3.951940, -1.300703)  0.358
C (-1.512458, -0.025795, -4.813264)  -0.862
O (-1.987732, -0.447150, -3.506855)  -0.683
H (-2.083777, -0.640843, -5.512522)  0.336
H (-0.456123, -0.241829, -4.962286)  0.220
H (-1.603996, 1.062171, -4.981576)  0.337
H (-1.612900, 0.244008, -2.827943)  0.092
C (-2.849276, 2.713461, 1.472435)  -0.301
O (-4.057099, 3.503174, 1.259526)  -0.635
H (-2.748283, 1.836588, 0.825104)  0.092
H (-2.613681, 2.431806, 2.480526)  -0.037
H (-2.108038, 3.386952, 1.071290)  0.405
H (-3.915724, 4.406267, 1.199039)  0.380
C (0.448554, -2.490519, 2.681731)  -0.616
O (0.700014, -2.799515, 1.282000)  -0.328
H (0.849121, -3.336378, 3.243776)  0.571
H (-0.663503, -2.416788, 2.947093)  -0.060
H (1.021594, -1.640323, 3.094932)  0.020
H (0.007016, -3.432408, 1.153837)  0.026
C (1.947788, -1.225398, -3.051837)  -0.022
O (2.524428, -0.784958, -1.760348)  -0.505
H (1.679532, -2.289022, -3.146852)  -0.063
H (2.634832, -1.002860, -3.821320)  0.525
H (1.052090, -0.611317, -3.114401)  -0.258
H (1.887392, -0.789807, -1.102080)  -0.112
C (-3.319971, -1.051467, -0.793012)  0.271
O (-3.697925, -1.842016, 0.318920)  -0.550
H (-4.237355, -1.093201, -1.505563)  0.348
H (-2.417081, -1.562356, -1.242230)  -0.363
H (-3.198723, 0.012540, -0.515137)  -0.232
H (-4.293218, -2.553260, -0.024088)  0.286
C (0.157488, 3.809678, 2.478982)  -0.784
O (0.499772, 3.530987, 1.131593)  -0.485
H (0.978146, 3.631064, 3.071455)  0.443
H (-0.788443, 3.343145, 2.868738)  0.112
H (0.029741, 4.886822, 2.584002)  0.414
H (1.413825, 3.664067, 0.939401)  0.125
C (2.655968, -4.338318, -1.003529)  -0.351
O (3.418667, -3.993167, 0.048461)  -0.583
H (3.225903, -4.258878, -1.910666)  0.418
H (1.838077, -3.650805, -1.217734)  -0.064
H (2.243665, -5.424483, -1.025906)  0.171
H (3.316456, -3.063572, 0.222170)  0.630

Cartesian forces, eV/Å:
C 1.5 1.4 -1.1
C 2.4 -1.4 -1.6
O -0.7 2.2 1.4
H -1.1 -1.6 0.2
H 0.5 -0.3 0.8
H -0.8 0.2 0.8
H -0.7 0.3 0.8
H -0.4 0.4 -0.2
H -0.3 -1.0 -0.6
C 0.5 -7.8 -4.2
O 0.0 6.3 3.6
N 6.1 0.6 3.1
N -6.4 -1.8 -3.4
H -1.9 0.4 -0.1
H -0.1 -0.9 -1.2
H 1.5 0.2 0.7
H 0.8 3.1 2.6
C 1.1 4.1 4.3
O -2.1 -1.8 -5.1
N -2.2 4.7 1.1
N 0.5 -6.8 -3.7
H 0.8 -2.1 -0.7
H 0.6 -0.4 0.3
H 1.1 -0.7 1.9
H 0.1 2.8 2.5
C -1.8 2.7 -5.5
O 1.9 -3.3 5.7
N -0.4 -3.7 -3.3
N 0.7 4.3 0.9
H -0.1 -0.5 -0.9
H 0.3 0.3 0.9
H -0.6 0.8 0.6
H -0.7 -0.3 0.9
C -6.1 2.5 -5.5
O 3.8 0.5 2.5
N 0.5 6.6 -0.8
N -0.3 -7.7 3.3
H 1.0 -2.5 0.2
H -1.4 -0.1 -1.2
H 1.5 1.3 0.3
H -1.2 0.0 -1.1
C 0.6 5.1 4.5
O 0.8 -4.0 -5.5
N -1.1 -4.1 2.6
N 3.4 1.3 -0.7
H 0.2 0.4 -1.6
H -0.1 0.2 0.6
H -0.1 -1.1 -0.2
H -1.6 1.6 1.8
C 3.9 -4.5 -6.4
O -4.0 4.4 4.5
N -0.7 -4.6 4.5
N -0.1 3.5 -1.8
H -0.5 1.7 -0.2
H 0.1 -0.7 0.1
H -0.5 0.2 -0.3
H 1.5 -0.5 -0.9
C 4.1 -0.2 -6.2
O -5.1 -0.9 4.5
N -0.7 2.0 4.9
N 1.6 0.2 -0.3
H -1.1 -0.8 -1.3
H 1.9 -0.5 -1.6
H -0.1 0.3 -0.5
H -1.2 -0.1 1.0
C 1.2 -1.1 -1.2
O -2.9 3.0 2.9
H 0.7 -0.2 -0.6
H 0.7 0.5 0.4
H 0.6 -1.5 -1.4
H -0.5 -0.5 0.0
C -0.4 0.2 0.6
O 0.5 1.5 -0.2
H 0.1 0.5 -0.3
H 0.2 -0.2 0.2
H -0.4 -0.5 0.1
H 0.0 -1.4 -0.7
C 0.0 2.0 -1.8
O -1.0 -4.3 0.7
H -0.9 0.0 0.1
H -0.4 0.0 0.7
H 1.0 -0.1 0.2
H 1.1 2.4 -0.1
C -0.2 -0.9 0.8
O 0.1 1.3 2.0
H -0.1 -0.2 0.2
H 1.5 0.3 -0.6
H -0.5 0.0 -0.9
H -0.5 -0.8 -0.9
C -0.8 0.6 2.1
O 2.5 -0.5 -3.8
H 0.2 0.3 0.7
H 0.8 0.6 -0.7
H -0.3 -0.3 -0.8
H -1.9 -0.5 1.9
C -1.0 -0.5 -2.2
O -1.1 -1.8 0.2
H 1.9 0.3 0.7
H -1.0 1.2 0.1
H 0.3 -0.8 0.0
H 0.8 1.0 0.5
C -1.5 1.4 -1.1
O -2.7 -1.0 0.2
H 1.8 -1.0 1.8
H 1.3 0.0 -0.8
H -0.4 0.3 0.0
H 1.9 0.8 0.0
C -1.8 -1.6 -2.5
O 1.2 -0.7 2.0
H 0.7 -0.2 -1.0
H -0.5 -0.1 0.5
H 0.6 1.7 0.7
H -0.1 0.7 0.3

---

Molecular formula: C17H68N34O17
Method: DFT, wB97M-V/def2-TZVPD

For the HOMO energy, the calculation gives -8.333 eV. As for the charge: 0. As for the orbital gap: 7.83 eV. The calculation puts the energy relative to the best compared isomer or geometry (same formula, charge and spin) at 5.560 eV.

Last column: Mulliken charge in e.
CARTESIAN COORDINATES (ANGSTROEM)
C (2.244070, 2.539335, 5.746459)  0.469
O (2.706084, 1.683929, 6.506896)  -0.695
N (1.506933, 3.620665, 6.073581)  -0.406
N (2.348866, 2.442871, 4.394460)  -0.149
H (0.993316, 3.624931, 6.938776)  0.236
H (1.234116, 4.215377, 5.312697)  0.190
H (1.905016, 2.994232, 3.680427)  0.205
H (2.970325, 1.713740, 4.075246)  0.124
C (1.528981, 1.382174, -3.703296)  0.149
O (1.310565, 1.360249, -2.485553)  -0.323
N (0.808443, 0.750295, -4.650824)  -0.241
N (2.646475, 1.955167, -4.211180)  -0.389
H (-0.027381, 0.197782, -4.505633)  -0.021
H (0.900832, 1.072120, -5.599943)  0.181
H (2.901102, 1.636049, -5.127480)  0.172
H (3.326353, 2.230017, -3.523045)  0.295
C (-5.031019, 1.968204, -0.898307)  0.432
O (-3.884115, 1.729599, -1.269355)  -0.552
N (-5.563651, 1.728216, 0.349102)  -0.382
N (-5.927480, 2.621897, -1.672350)  -0.353
H (-4.994043, 1.234292, 1.011983)  0.155
H (-6.543276, 1.820042, 0.528788)  0.165
H (-6.720746, 3.007462, -1.201454)  0.137
H (-5.582389, 2.901733, -2.585974)  0.360
C (-3.036509, -4.334662, 1.082210)  0.352
O (-4.041218, -4.886440, 0.618755)  -0.811
N (-2.844453, -2.996697, 1.148084)  -0.050
N (-1.984685, -5.046313, 1.529963)  -0.224
H (-3.553625, -2.443533, 0.696652)  0.198
H (-1.940490, -2.633068, 1.402826)  0.014
H (-1.168450, -4.617151, 1.962609)  0.446
H (-2.057049, -6.044237, 1.450936)  0.170
C (4.369893, -0.269340, 3.990426)  0.683
O (3.244947, -0.026043, 3.548445)  -0.870
N (4.486169, -0.796679, 5.229561)  -0.428
N (5.514380, -0.268700, 3.256366)  -0.419
H (3.754973, -0.462384, 5.849787)  0.333
H (5.404204, -0.966423, 5.603413)  0.166
H (5.514638, 0.103603, 2.323015)  0.154
H (6.369600, -0.497807, 3.727045)  0.194
C (1.704988, 4.498242, -0.038237)  0.499
O (1.107708, 5.530752, 0.220029)  -0.702
N (2.351748, 4.333965, -1.243625)  -0.337
N (1.763336, 3.438440, 0.775932)  0.059
H (2.197275, 4.968051, -2.007694)  0.196
H (3.036237, 3.628949, -1.452907)  0.136
H (1.980423, 2.481740, 0.538805)  -0.074
H (1.126019, 3.507524, 1.576468)  0.491
C (3.862180, -2.550441, 0.113125)  0.693
O (3.273525, -1.886688, -0.725071)  -0.691
N (5.232990, -2.642404, 0.287945)  -0.402
N (3.207001, -3.164316, 1.141893)  -0.125
H (5.491305, -3.097569, 1.141741)  0.124
H (5.996185, -2.196915, -0.183702)  0.179
H (2.262842, -2.895807, 1.355593)  0.014
H (3.811961, -3.680557, 1.747262)  0.231
C (0.498835, -3.940014, -1.210590)  0.328
O (1.463870, -4.697216, -1.351736)  -0.778
N (-0.786465, -4.343967, -1.236668)  0.086
N (0.615610, -2.587607, -1.304696)  0.883
H (-0.942922, -5.307305, -1.471434)  0.262
H (-1.506757, -3.647378, -1.138353)  -0.129
H (1.519304, -2.140453, -1.187278)  -0.065
H (-0.146433, -1.976841, -1.529249)  -0.182
C (-0.821606, 3.096768, 3.616409)  0.594
O (0.151106, 3.547698, 2.996792)  -0.863
N (-1.292383, 3.803428, 4.684632)  -0.394
N (-1.660905, 2.094004, 3.287598)  -0.174
H (-0.712785, 4.592010, 4.914820)  0.260
H (-2.083009, 3.501465, 5.219296)  0.163
H (-2.263768, 1.736553, 4.011167)  0.205
H (-1.269026, 1.352568, 2.708481)  -0.068
C (0.862475, -3.176013, 3.477675)  0.377
O (-0.124587, -3.598797, 2.835985)  -0.673
N (1.598629, -4.060045, 4.162146)  -0.410
N (1.368657, -1.983406, 3.178475)  0.908
H (1.195047, -4.966350, 4.323937)  0.239
H (2.314148, -3.794278, 4.820977)  0.188
H (0.965822, -1.224908, 2.637714)  -0.769
H (2.094836, -1.695981, 3.821319)  -0.317
C (4.337584, 0.987461, -1.106162)  0.233
O (3.391329, 1.465351, -0.469726)  -0.594
N (5.503191, 1.628107, -1.324335)  -0.454
N (4.365855, -0.338622, -1.441388)  -0.469
H (6.211111, 1.087235, -1.781683)  0.132
H (5.615036, 2.527023, -0.888119)  0.284
H (3.586261, -0.950253, -1.240210)  0.088
H (5.299945, -0.663873, -1.608548)  0.236
C (-4.204746, 1.373325, -4.652938)  0.335
O (-4.916307, 2.293842, -4.228064)  -0.793
N (-4.349211, 1.018864, -5.968374)  -0.330
N (-3.244254, 0.779982, -3.933372)  0.076
H (-3.740686, 0.337217, -6.388509)  0.198
H (-4.989634, 1.569026, -6.507989)  0.219
H (-3.445072, 0.878950, -2.943810)  0.069
H (-2.997734, -0.159944, -4.198579)  0.185
C (-3.595702, -2.656852, -2.783806)  0.528
O (-2.600982, -2.064338, -2.356325)  -0.385
N (-3.965485, -2.638312, -4.103791)  -0.367
N (-4.332001, -3.563114, -2.096920)  -0.212
H (-3.368834, -2.123959, -4.735525)  0.104
H (-4.954209, -2.738848, -4.248328)  0.214
H (-5.048004, -4.071784, -2.577716)  0.146
H (-4.110471, -3.849719, -1.148736)  -0.019
C (-0.945891, 4.928345, -3.322210)  0.582
O (-1.907000, 5.682412, -3.481383)  -0.693
N (-0.819282, 4.086101, -2.290599)  0.075
N (0.267902, 5.099568, -3.955237)  -0.357
H (-0.005789, 3.556672, -2.023105)  -0.216
H (-1.640876, 3.720328, -1.825841)  0.111
H (0.955737, 4.424763, -3.676599)  0.134
H (0.222673, 5.545713, -4.855277)  0.239
C (-0.765937, -1.698381, -5.476380)  0.250
O (-1.680946, -0.869226, -5.654839)  -0.596
N (0.105000, -2.065640, -6.432911)  -0.449
N (-0.527847, -2.151610, -4.231384)  0.096
H (-0.001332, -1.479020, -7.242986)  0.278
H (0.694837, -2.840374, -6.193845)  0.162
H (-0.969622, -1.737966, -3.424367)  0.030
H (0.115122, -2.916267, -4.105310)  0.123
C (0.187611, 0.145159, 0.764346)  0.081
O (-0.554248, -0.130672, 1.733813)  -0.961
N (-0.344932, 0.437128, -0.453167)  0.704
N (1.526232, 0.197825, 0.796635)  2.843
H (-1.321880, 0.357986, -0.683147)  0.085
H (0.308946, 0.694949, -1.189356)  -0.210
H (2.026720, 0.073944, 1.664118)  -0.548
H (2.130231, 0.285917, -0.003974)  -1.056
C (-3.340970, -0.710868, 4.510487)  0.648
O (-4.170972, 0.072414, 4.037910)  -0.666
N (-3.641015, -1.439170, 5.615842)  -0.402
N (-2.076490, -0.969629, 4.106018)  -0.007
H (-4.589868, -1.415510, 5.947602)  0.241
H (-2.980450, -2.035220, 6.072555)  0.123
H (-1.767743, -0.512029, 3.260411)  0.172
H (-1.468014, -1.565809, 4.626041)  0.129

Cartesian forces, eV/Å:
C -0.4 -0.8 -1.6
O -0.1 0.4 0.2
N -0.1 0.7 1.3
N 1.6 -0.9 -0.1
H 0.2 0.1 -0.1
H -0.1 0.0 0.2
H -0.4 0.3 0.4
H -0.4 0.2 0.0
C -0.1 -1.0 1.4
O -0.1 0.1 -1.1
N -0.8 -0.3 -0.9
N 0.1 0.7 -0.1
H 0.1 0.7 0.6
H 0.0 0.0 0.0
H 0.6 0.2 0.1
H 0.2 0.0 -0.3
C -0.8 1.0 0.1
O -0.1 -0.7 0.7
N 1.2 -0.6 0.2
N 0.4 -0.2 -0.2
H -0.1 0.0 0.2
H 0.0 -0.1 0.0
H -0.2 0.3 -0.4
H -0.3 0.0 -0.1
C 0.6 -0.7 0.1
O -0.1 0.6 -0.3
N -0.7 0.2 -0.3
N 0.2 -0.6 0.3
H 0.3 0.4 0.2
H -0.1 0.3 0.0
H -0.4 -0.2 -0.1
H 0.0 0.1 0.1
C -0.6 -1.2 -0.7
O 0.8 0.4 -0.5
N -0.1 0.0 0.7
N -0.1 0.1 0.0
H 0.2 0.0 0.2
H -0.1 0.2 0.3
H 0.0 0.0 0.0
H 0.2 0.2 -0.3
C -0.2 0.4 -0.9
O 0.1 -0.1 0.0
N 0.6 0.0 -1.4
N -0.6 -0.7 1.9
H -0.2 0.5 0.5
H -0.3 -0.4 0.6
H 0.3 0.5 -0.7
H 0.3 0.1 -0.5
C 0.2 -0.1 2.2
O -4.0 -7.2 2.8
N -0.4 -0.4 0.0
N 1.1 0.3 -1.5
H 0.3 0.0 0.0
H -0.5 0.1 -0.5
H -0.1 -0.3 0.1
H -0.7 -0.2 0.6
C 0.5 0.0 -2.1
O -0.3 0.1 0.9
N 0.1 -0.4 0.2
N 0.7 1.0 0.5
H -0.3 0.1 0.2
H -0.3 -0.3 -0.1
H -0.3 -0.5 -0.1
H -0.4 -0.1 0.4
C -1.1 1.4 0.1
O -0.5 -0.9 0.5
N 0.7 0.3 0.0
N 0.9 -1.1 -0.7
H -0.6 0.1 0.3
H 0.0 0.2 0.2
H -0.2 0.1 -0.1
H -0.1 0.3 -0.2
C -2.2 -0.8 -3.9
O 0.3 0.4 1.1
N 1.2 -0.6 1.7
N 1.7 0.7 2.0
H -0.2 0.1 -0.1
H -0.1 0.2 -0.1
H -1.1 -0.6 0.2
H 0.1 0.6 -0.4
C -0.3 -2.3 1.3
O 0.9 0.6 -1.0
N 0.0 0.9 -0.2
N 3.9 7.3 -2.6
H 0.4 0.7 0.0
H 0.5 0.0 -0.2
H 0.5 1.2 -1.1
H -0.2 -0.5 -0.4
C -1.3 1.9 -1.0
O 0.3 -0.5 -0.1
N 0.3 -0.7 0.2
N 0.1 -0.8 0.9
H 0.0 0.1 -0.1
H 0.1 0.0 0.0
H 0.2 0.3 0.3
H 0.3 0.2 -0.2
C 0.6 -1.2 -0.4
O -0.4 0.0 0.4
N 0.2 0.4 0.1
N 0.1 0.5 0.8
H -0.4 0.2 -0.1
H 0.1 0.2 -0.7
H 0.0 -0.2 0.1
H -0.2 0.0 0.1
C 0.0 2.4 1.0
O 0.5 -1.3 -0.8
N -1.1 -2.0 1.5
N -0.4 0.1 -0.3
H 0.3 0.2 -0.5
H -0.1 0.6 -0.2
H 0.3 0.0 -0.8
H 0.4 -0.1 0.1
C -1.0 1.2 1.4
O 0.6 -0.5 -0.6
N -0.9 0.2 0.3
N 0.7 -0.8 -0.3
H 0.6 -0.8 -0.5
H 0.6 0.2 -1.0
H -0.6 -0.4 -0.2
H 0.1 0.2 0.4
C -1.7 0.2 -1.3
O 0.9 -0.2 0.3
N 0.8 -0.2 0.0
N 0.2 -0.7 1.2
H -0.1 0.1 0.5
H -0.4 0.1 -0.1
H -0.1 0.2 0.1
H -0.2 0.5 -0.3
C -0.6 -0.2 0.7
O 1.2 -0.4 -0.3
N -0.9 -0.2 0.9
N -0.3 1.2 -1.2
H 0.2 0.0 0.0
H 0.0 -0.2 0.0
H 0.4 -0.4 0.0
H 0.1 -0.1 -0.2